The following is a quantum chemistry calculation of a structure of composition C12H22N2O, from OMol25.

Geometry as ORCA input:
```
! wB97M-V def2-TZVPD RIJCOSX def2/J DEFGRID3
* xyz 0 1
C 0.10037 -2.66836 -0.85047
C -0.51437 -2.83251 0.46785
C 0.60136 -1.47264 -1.08078
C -0.52823 -1.83472 1.31208
C 2.99930 -0.43467 0.58383
C 2.38654 0.89226 -1.46181
C 1.64101 1.72034 0.71517
C -1.91680 1.26680 1.87434
C -2.88493 -0.24822 0.24756
C -1.66164 1.27151 -1.82444
C 1.91267 0.41804 -0.02885
C -1.66279 0.60790 0.54142
N 0.69890 -0.49170 -0.12390
N -0.14534 -0.57645 1.00827
O -1.09444 1.33363 -0.51521
H -0.05772 -3.38490 -1.64938
H -0.97244 -3.78321 0.78138
H 1.01935 -1.16899 -2.10111
H -0.93668 -1.90990 2.28792
H 3.25578 -0.07158 1.53832
H 2.74326 -1.51008 0.54614
H 3.84907 -0.39796 -0.07509
H 2.47635 0.05036 -2.07366
H 3.40456 1.22523 -1.52493
H 1.64777 1.65205 -1.86233
H 0.93928 2.40257 0.06909
H 1.27456 1.37286 1.63995
H 2.58406 2.15546 0.80124
H -1.09540 1.84889 2.00088
H -2.07217 0.51022 2.63168
H -2.94255 1.65183 1.84273
H -2.83662 -0.65566 -0.72612
H -2.99730 -1.07393 0.92676
H -3.79050 0.30445 0.22390
H -1.20335 2.18088 -2.08901
H -2.73797 1.33062 -1.75959
H -1.48292 0.31958 -2.29385
*
```

- gap between HOMO and LUMO (eV) = 7.07
- ΔE to the lowest compared entry with this formula, charge and spin (eV) = 5.921